{"formula": "C8H11FN3O2SSn", "method": "ωB97M-V with the def2-TZVPD basis set", "elements": ["O", "C", "F", "C", "N", "C", "C", "C", "C", "S", "C", "N", "N", "C", "O", "H", "H", "H", "H", "H", "H", "H", "H", "H", "H", "H", "Sn"], "positions_angstrom": [[-2.510, -0.075, 1.643], [-2.872, -0.185, 0.520], [-3.687, 0.796, 0.035], [-2.447, -1.436, -0.314], [-1.840, -1.167, -1.644], [-0.588, -0.345, -1.555], [0.744, -1.181, -1.116], [0.894, -1.285, 0.486], [2.237, -0.727, 1.100], [2.938, 0.743, 0.274], [1.912, 2.178, 0.608], [1.705, 2.904, 1.723], [0.858, 3.898, 1.380], [0.527, 3.799, 0.071], [1.200, 2.710, -0.429], [-3.398, -2.019, -0.513], [-1.815, -2.102, 0.396], [-0.358, -0.017, -2.608], [-0.696, 0.600, -0.957], [0.548, -2.256, -1.535], [1.650, -0.819, -1.660], [-0.010, -0.851, 1.008], [0.866, -2.426, 0.758], [2.057, -0.573, 2.201], [3.006, -1.546, 1.040], [-0.116, 4.457, -0.540], [-0.805, -3.076, -0.371]], "charge": 1, "energy_ha": -1338.028451, "homo_ev": -12.72, "gap_ha": 0.2744}

{"formula": "C5H6N2O2", "method": "ωB97M-V with the def2-TZVPD basis set", "elements": ["C", "C", "C", "C", "O", "N", "C", "O", "N", "H", "H", "H", "H", "H", "H"], "positions_angstrom": [[-2.293, -0.436, 0.043], [-0.869, -0.208, -0.120], [-0.491, 1.103, -0.118], [0.875, 1.505, 0.023], [1.392, 2.576, -0.092], [1.751, 0.323, 0.201], [1.258, -1.001, -0.006], [2.102, -2.037, -0.124], [-0.013, -1.237, 0.030], [-2.679, -1.366, -0.635], [-2.868, 0.507, -0.286], [-2.697, -0.656, 1.128], [-1.180, 1.920, -0.116], [2.739, 0.682, 0.214], [2.973, -1.677, -0.142]], "smiles": "Cc1cc(=O)[nH]c(O)n1", "energy_ha": -454.113869, "homo_ev": -8.97, "gap_ha": 0.3422}

{"formula": "H10N6P2", "method": "ωB97M-V with the def2-TZVPD basis set", "elements": ["N", "N", "N", "N", "N", "N", "P", "P", "H", "H", "H", "H", "H", "H", "H", "H", "H", "H"], "positions_angstrom": [[0.052, -1.062, 0.338], [2.001, 0.999, 0.896], [3.224, -0.945, -0.129], [-2.590, -1.194, -0.195], [-1.754, 1.036, 0.762], [-1.142, 0.454, -1.646], [1.942, 0.168, -0.467], [-1.180, -0.235, -0.088], [2.042, 0.552, 1.715], [1.629, 1.925, 0.905], [3.294, -1.918, -0.452], [3.324, -1.032, 0.872], [-3.384, -1.056, 0.424], [-2.154, -2.049, -0.049], [-1.051, 1.592, 1.238], [-2.379, 1.674, 0.273], [-1.684, 0.504, -2.467], [-0.188, 0.587, -1.931]], "energy_ha": -1017.237901, "homo_ev": -7.95, "gap_ha": 0.3218}

{"formula": "C46H30BBrCl2F8FeGeNOP", "method": "ωB97M-V with the def2-TZVPD basis set", "elements": ["Fe", "Cl", "C", "C", "C", "Cl", "C", "C", "C", "C", "N", "C", "C", "O", "H", "H", "H", "H", "F", "C", "C", "F", "C", "F", "C", "P", "C", "C", "C", "C", "C", "C", "C", "C", "C", "C", "C", "C", "C", "Br", "C", "F", "H", "H", "H", "H", "H", "H", "H", "H", "H", "H", "F", "B", "F", "F", "F", "C", "Ge", "C", "C", "C", "C", "C", "C", "C", "C", "C", "C", "C", "C", "C", "C", "C", "C", "C", "C", "H", "H", "H", "H", "H", "H", "H", "H", "H", "H", "H", "H", "H", "H", "H", "H"], "positions_angstrom": [[0.381, 0.791, -1.020], [0.724, 0.297, 4.310], [1.960, -0.213, 3.181], [3.090, -0.884, 3.678], [4.068, -1.318, 2.838], [5.454, -2.176, 3.507], [3.991, -1.075, 1.439], [4.967, -1.444, 0.492], [4.780, -1.114, -0.821], [3.619, -0.416, -1.204], [2.692, -0.078, -0.351], [2.854, -0.390, 0.950], [1.759, 0.021, 1.823], [0.715, 0.547, 1.327], [3.172, -1.069, 4.741], [5.851, -1.980, 0.814], [5.516, -1.379, -1.570], [3.435, -0.134, -2.238], [-3.707, 6.829, -2.361], [-2.978, 5.898, -1.726], [-2.183, 6.250, -0.665], [-2.145, 7.530, -0.258], [-1.444, 5.277, -0.007], [-0.750, 5.713, 1.063], [-1.440, 3.949, -0.391], [-0.377, 2.576, 0.370], [0.991, 3.522, 1.107], [1.359, 3.456, 2.444], [2.462, 4.168, 2.897], [3.207, 4.940, 2.016], [2.864, 4.976, 0.670], [1.769, 4.260, 0.212], [-1.573, 2.167, 1.696], [-2.273, 0.971, 1.577], [-3.235, 0.621, 2.516], [-3.500, 1.465, 3.588], [-2.809, 2.664, 3.708], [-1.856, 3.017, 2.762], [-2.274, 3.618, -1.457], [-2.462, 1.843, -2.058], [-3.033, 4.575, -2.112], [-3.844, 4.261, -3.133], [0.804, 2.825, 3.128], [2.745, 4.106, 3.941], [4.065, 5.496, 2.373], [3.461, 5.543, -0.033], [1.534, 4.252, -0.847], [-2.050, 0.304, 0.749], [-3.764, -0.318, 2.410], [-4.242, 1.189, 4.328], [-3.010, 3.327, 4.541], [-1.331, 3.960, 2.858], [2.131, 2.177, -1.995], [1.744, 2.701, -3.268], [2.138, 4.060, -3.307], [0.348, 2.616, -3.352], [2.373, 1.966, -4.276], [0.206, -0.892, -1.956], [-0.478, -2.537, -1.403], [-0.023, -4.013, -2.652], [1.318, -4.358, -2.852], [1.689, -5.329, -3.775], [0.719, -5.976, -4.533], [-0.618, -5.643, -4.357], [-0.980, -4.675, -3.425], [-0.042, -3.272, 0.384], [-0.348, -2.544, 1.540], [-0.062, -3.039, 2.808], [0.562, -4.273, 2.948], [0.885, -5.008, 1.816], [0.579, -4.513, 0.551], [-2.490, -2.452, -1.362], [-3.284, -2.775, -0.260], [-4.650, -2.487, -0.231], [-5.256, -1.885, -1.323], [-4.486, -1.568, -2.441], [-3.123, -1.836, -2.449], [0.650, -0.980, -2.958], [2.090, -3.844, -2.285], [2.736, -5.579, -3.909], [1.006, -6.723, -5.265], [-1.380, -6.139, -4.948], [-2.029, -4.426, -3.295], [-0.796, -1.558, 1.452], [-0.306, -2.447, 3.681], [0.809, -4.650, 3.934], [1.380, -5.968, 1.916], [0.825, -5.111, -0.319], [-2.830, -3.254, 0.602], [-5.237, -2.729, 0.650], [-6.314, -1.648, -1.301], [-4.947, -1.082, -3.295], [-2.517, -1.520, -3.294]], "charge": -2, "energy_ha": -9901.351303, "s2": 6.03, "spin_multiplicity": 5, "homo_ev": [-0.45, -0.72], "gap_ha": [0.1655, 0.1752]}